1.
Molecular formula: H16Li4O20S3
Method: DFT, ωB97M-V/def2-TZVPD

```
43
Properties=species:S:1:pos:R:3:forces:R:3
Li -1.99151 -0.93586 -1.20510 0.826 -0.514 -0.188
Li 2.37805 1.24258 -1.63700 -1.001 0.680 -1.104
Li -1.55737 2.28986 -0.96860 1.603 0.909 -0.863
Li -1.33567 2.28307 2.20904 1.612 -0.224 -0.303
S -1.51689 -2.53786 -3.79183 0.399 -1.809 1.629
O -1.47946 -1.32362 -3.01579 0.136 1.980 0.894
O -2.87164 -2.68377 -4.33092 -1.123 -0.540 -1.037
O -0.63030 -2.58432 -4.94305 0.073 0.274 -0.306
O -1.26450 -3.66329 -2.86629 -0.316 0.021 -1.045
S 0.38102 3.38971 -2.32190 0.083 3.743 -0.806
O 0.07787 3.85809 -0.97896 -0.708 -0.920 3.327
O 0.05921 4.52949 -3.14263 0.239 0.700 -2.124
O 1.78400 2.99060 -2.47710 1.277 -1.393 0.406
O -0.53088 2.29728 -2.62215 -2.098 -3.030 0.062
S 0.28879 0.41331 0.34954 -0.610 0.239 0.358
O 0.60052 -0.29120 1.57923 -0.743 -0.271 0.978
O -0.76363 1.45682 0.55918 -1.538 0.153 1.210
O 1.49123 1.07573 -0.02167 2.195 0.672 -1.444
O -0.21528 -0.49144 -0.65685 -0.830 -0.621 -0.529
O 1.05173 -0.00163 -2.85172 1.350 -0.235 -0.149
H 0.31054 -0.27698 -2.31222 -0.140 -0.020 -0.011
H 0.68560 0.09591 -3.73073 0.013 0.340 -0.138
O 2.34462 -0.43473 3.47422 0.621 0.446 0.862
H 1.92810 -0.15081 2.66051 -0.147 -0.327 -0.722
H 2.62868 -1.33169 3.29815 -0.040 -0.295 -0.016
O 0.29676 -3.16937 -0.71563 0.338 -0.467 0.708
H -0.30061 -3.41236 -1.42297 -0.282 -0.278 -0.557
H 0.23344 -2.21561 -0.66503 0.185 0.318 -0.071
O -2.53828 -1.47478 0.67161 -0.807 0.375 -1.256
H -3.47208 -1.26500 0.65577 -0.463 -0.190 0.138
H -2.32381 -1.54488 1.60184 0.913 -0.295 0.826
O 0.70530 -3.02580 2.01436 0.282 -0.367 0.939
H 0.62458 -2.07256 1.98181 0.106 -0.019 -0.172
H 0.26647 -3.33106 1.22034 0.042 -0.187 -0.703
O 0.54157 1.86478 3.75237 -1.165 0.369 0.177
H 1.02714 2.65159 4.00015 0.091 0.262 -0.158
H 1.21789 1.20960 3.58042 0.158 -0.514 0.095
O -1.23151 -1.13325 3.16984 -1.650 -0.564 0.687
H -1.92171 -0.47256 3.22769 -0.129 0.272 0.436
H -0.57951 -0.74854 2.58408 0.944 0.393 -0.542
O 1.60403 3.26209 1.39073 0.014 0.988 1.097
H 1.52922 2.44505 0.89771 0.036 -0.087 -0.639
H 2.46835 3.21738 1.79961 0.255 0.035 0.054
```
Positions in Å, forces in eV/Å.

Computed properties:
Orbital gap (alpha / beta) = 4.75 / 3.79 eV
Total charge = -1
Energy = -2739.4753 Ha
E_LUMO (alpha / beta) = 0.15 / -0.81 eV
Multiplicity = 2
HOMO (alpha / beta) = -4.6 / -4.6 eV

These are the natural (NBO) partial charges, in e, on atoms 1 to 5: number 1, Li, carries 0.9276; number 2, Li, carries 0.9384; number 3, Li, carries 0.9240; number 4, Li, carries 0.9687; number 5, S, carries 2.5598

***

2.
Molecular formula: H16NaO8
Method: DFT, ωB97M-V/def2-TZVPD

```
25
Properties=species:S:1:pos:R:3:forces:R:3
Na 1.56939 13.65939 -7.24676 -0.002 0.160 0.227
O 2.37620 11.16963 -6.80494 0.157 0.315 -0.163
H 3.14131 11.05867 -6.22434 -0.187 -0.017 0.013
H 2.65496 10.80159 -7.65391 -0.032 0.029 0.131
O -0.17410 14.90049 -5.81570 -0.410 0.045 -0.359
H -0.71502 15.67930 -5.63654 0.099 -0.088 0.090
H -0.77629 14.28890 -6.26880 0.056 0.136 0.099
O 2.47761 16.15148 -6.94895 0.320 0.144 -0.454
H 1.87624 16.89386 -7.08930 0.021 -0.154 0.071
H 3.29849 16.41280 -7.39090 -0.149 0.031 0.142
O 2.72851 12.94735 -9.57590 -0.016 0.191 0.027
H 2.41157 12.75534 -10.46728 0.065 -0.058 0.114
H 3.55279 13.43295 -9.71135 -0.068 -0.138 -0.013
O 0.26140 14.96694 -9.09605 0.058 -0.048 -0.088
H -0.21532 15.80564 -9.08599 0.000 -0.133 0.051
H 0.44132 14.79818 -10.02875 -0.003 0.050 0.108
O -0.13954 11.61644 -4.26313 -0.224 0.169 -0.350
H 0.13853 11.96263 -5.12363 0.186 -0.301 0.408
H -0.72922 10.87406 -4.44671 0.216 0.027 0.082
O 2.46268 14.46927 -4.78106 0.242 -0.193 -0.080
H 1.86549 14.75213 -4.08055 -0.048 -0.199 -0.045
H 2.67017 15.27777 -5.26717 -0.088 0.023 0.080
O -0.57590 12.47501 -7.21955 -0.280 -0.133 -0.093
H -0.85683 12.15232 -8.08655 0.039 0.131 0.103
H -1.13533 11.99955 -6.59006 0.047 0.013 -0.102
```
Positions in Å, forces in eV/Å.

Computed properties:
Orbital gap = 10.69 eV
ΔE to the lowest compared entry with this formula, charge and spin = 9.2 kcal per mole
Total charge = +1
Energy = -773.6849 Ha
E_LUMO = -3.28 eV
Multiplicity = 1
HOMO = -14.0 eV

These are the natural (NBO) partial charges, in e, on atoms 1 to 5: number 1, Na, carries 0.9400; number 2, O, carries -0.9669; number 3, H, carries 0.4929; number 4, H, carries 0.4851; number 5, O, carries -0.9725

***

3.
Molecular formula: H16O8
Method: DFT, ωB97M-V/def2-TZVPD

```
24
Properties=species:S:1:pos:R:3:forces:R:3
O -2.11787 20.38729 -1.24534 0.317 -0.153 -0.261
H -1.99754 19.61147 -1.80764 -0.152 0.119 0.036
H -1.25562 20.81796 -1.22318 -0.144 0.027 0.060
O -5.34076 23.00926 -1.93350 0.007 0.296 -0.232
H -5.32690 23.06231 -2.89626 -0.117 -0.096 0.099
H -6.13983 23.48553 -1.67629 0.049 -0.170 0.012
O -7.46390 20.53489 -2.56174 0.146 -0.028 -0.178
H -7.96008 20.22161 -3.32547 0.062 0.049 0.039
H -6.53559 20.37855 -2.79628 -0.117 0.016 0.078
O -4.41812 20.18044 -3.78898 -0.019 0.245 -0.133
H -3.73769 20.77257 -3.43929 -0.051 -0.208 0.066
H -4.51598 20.43125 -4.71715 -0.076 -0.032 0.142
O -6.60025 20.89013 -6.72902 0.311 -0.133 0.002
H -5.66119 21.13716 -6.79762 -0.342 0.053 0.010
H -6.65253 20.00067 -7.09543 -0.050 0.086 0.051
O -3.87882 21.75490 -7.07958 0.274 -0.232 -0.020
H -3.05914 21.82319 -6.57288 -0.124 0.040 -0.047
H -3.64595 21.22821 -7.85547 0.001 0.157 0.064
O -4.74096 20.84875 -0.14789 0.007 -0.034 -0.310
H -5.10197 21.39364 -0.87038 0.196 -0.131 0.388
H -3.84025 20.63538 -0.43657 -0.273 0.148 0.129
O -1.27127 19.47821 -4.34996 0.114 -0.068 0.039
H -0.69843 18.95415 -3.77842 0.037 0.036 -0.152
H -1.46265 18.89691 -5.09468 -0.058 0.012 0.118
```
Positions in Å, forces in eV/Å.

Computed properties:
Orbital gap = 9.44 eV
ΔE to the lowest compared entry with this formula, charge and spin = 52.0 kcal per mole
Total charge = 0
Energy = -611.4997 Ha
E_LUMO = -0.28 eV
SMILES string = O.O.O.O.O.O.O.O
Multiplicity = 1
HOMO = -9.7 eV

These are the natural (NBO) partial charges, in e, on atoms 1 to 5: number 1, O, carries -0.9508; number 2, H, carries 0.4800; number 3, H, carries 0.4797; number 4, O, carries -0.9479; number 5, H, carries 0.4746

***

4.
Molecular formula: H16O8
Method: DFT, ωB97M-V/def2-TZVPD

```
24
Properties=species:S:1:pos:R:3:forces:R:3
O -0.42016 0.19140 0.82829 -0.248 -1.841 -0.653
H 0.16398 0.49532 0.09980 -0.654 -0.862 0.442
H -0.61591 -0.81201 0.68373 0.717 2.516 -0.178
O -0.50494 -0.99830 -2.52237 -1.265 1.357 -1.900
H -0.81168 -0.61625 -3.40658 0.961 -0.958 1.456
H -1.10256 -0.49045 -1.95293 0.266 -0.178 0.325
O -1.49850 -2.44296 -0.44884 0.171 -0.695 2.300
H -2.05417 -2.33907 -1.18173 -0.744 0.664 -2.412
H -2.11990 -2.96068 0.08691 0.581 -0.078 0.472
O 2.65776 0.20833 0.06897 -2.384 3.582 0.184
H 2.35345 -0.69045 0.17202 -0.188 -0.204 0.542
H 2.15414 0.83072 0.68543 1.020 -1.900 -0.989
O -2.52169 -0.56694 2.91128 -0.324 -2.048 -2.392
H -1.81560 0.02660 2.67365 0.549 0.647 0.046
H -2.53273 -1.15518 2.06684 -0.243 1.440 2.326
O 4.33336 -1.12262 0.70953 1.725 -1.820 -0.029
H 4.75627 -1.73351 0.08661 0.065 -0.006 0.446
H 4.38226 -0.28289 0.25500 -0.112 0.264 0.070
O 1.17915 3.23740 -0.10175 -0.925 2.638 -0.398
H 1.16662 2.33075 0.03487 0.304 -2.345 0.267
H 2.07255 3.55874 -0.07283 0.590 -0.109 0.022
O -3.46620 1.65185 -0.63588 0.122 -2.703 1.818
H -3.01649 2.36819 -0.97927 1.038 2.770 -1.552
H -2.73898 1.31197 -0.06077 -1.021 -0.131 -0.212
```
Positions in Å, forces in eV/Å.

Computed properties:
Orbital gap = 10.80 eV
ΔE to the lowest compared entry with this formula, charge and spin = 85.9 kcal per mole
Total charge = 0
Energy = -611.4458 Ha
E_LUMO = -0.03 eV
SMILES string = O.O.O.O.O.O.O.O
Multiplicity = 1
HOMO = -10.8 eV

These are the natural (NBO) partial charges, in e, on atoms 1 to 5: number 1, O, carries -0.9990; number 2, H, carries 0.4761; number 3, H, carries 0.5116; number 4, O, carries -0.9348; number 5, H, carries 0.4713

***

5.
Molecular formula: H16O8
Method: DFT, ωB97M-V/def2-TZVPD

```
24
Properties=species:S:1:pos:R:3:forces:R:3
O 22.64400 40.31600 5.06800 -0.677 -0.969 0.835
H 22.64400 40.03800 4.13000 -0.307 -0.338 0.994
H 22.15300 39.68800 5.69100 1.074 1.074 -1.796
O 24.81600 43.40000 3.14100 -3.984 5.605 1.189
H 25.06400 42.56700 3.04100 1.862 -5.789 -0.754
H 23.86200 43.33400 3.50700 2.239 0.179 -0.247
O 21.21800 45.20800 6.22400 -0.734 -2.023 -2.714
H 21.40600 44.37000 5.64600 0.424 1.734 2.137
H 20.40300 45.41600 5.71500 0.291 0.392 0.960
O 18.78700 44.01000 4.55500 0.303 1.420 -2.416
H 18.87500 43.03800 4.47600 0.038 0.606 -0.109
H 18.85200 44.48700 3.63800 -0.287 -1.882 2.578
O 22.43600 43.05700 4.81200 -1.821 0.320 -2.617
H 21.76900 43.28200 3.99400 2.303 -1.759 2.818
H 22.52300 42.07000 4.97200 -0.682 1.328 -0.528
O 21.52700 43.00600 1.98300 3.806 0.840 0.620
H 22.13700 43.81300 1.93900 -0.971 -1.743 -0.110
H 20.70000 43.37000 1.84200 -2.826 1.034 -0.595
O 19.14300 41.30800 5.44800 3.312 -2.766 -0.530
H 19.38200 40.64700 4.69700 -0.976 1.667 1.637
H 19.96900 41.09900 6.04200 -2.350 1.128 -1.248
O 22.95600 41.24700 8.07900 3.578 -1.134 -1.876
H 23.70000 41.04200 7.37600 -2.666 0.793 0.961
H 23.62200 41.11700 8.77700 -0.946 0.282 0.809
```
Positions in Å, forces in eV/Å.

Computed properties:
Orbital gap = 9.57 eV
ΔE to the lowest compared entry with this formula, charge and spin = 91.2 kcal per mole
Total charge = 0
Energy = -611.4373 Ha
E_LUMO = -0.43 eV
SMILES string = O.O.O.O.O.O.O.O
Multiplicity = 1
HOMO = -10.0 eV

These are the natural (NBO) partial charges, in e, on atoms 1 to 5: number 1, O, carries -0.9820; number 2, H, carries 0.5006; number 3, H, carries 0.5080; number 4, O, carries -0.9521; number 5, H, carries 0.4464

***

6.
Molecular formula: H16O8
Method: DFT, ωB97M-V/def2-TZVPD

```
24
Properties=species:S:1:pos:R:3:forces:R:3
O 0.96081 -0.65702 0.12276 -0.475 0.033 0.147
H 0.63419 -1.49067 0.47959 -0.025 -0.070 -0.060
H 0.88569 -0.04085 0.86011 0.163 0.045 0.008
O -3.57759 -0.80384 -0.82322 -4.788 -3.002 -2.044
H -4.00906 -1.19925 -1.58904 -0.404 -0.232 -0.326
H -4.30529 -0.59002 -0.22847 -0.227 0.473 -0.164
O -2.21030 0.41117 -0.45150 4.336 3.948 1.287
H -1.77925 1.10236 -0.96671 0.302 0.155 0.090
H -1.50088 0.04349 0.08748 0.314 0.012 -0.122
O -3.37096 -2.70310 0.69053 -0.034 -1.103 1.133
H -3.91368 -2.28633 0.01176 0.559 -0.215 0.158
H -3.23152 -2.00523 1.34054 -0.013 -0.159 -0.132
O 4.47129 -0.09516 -2.24941 0.260 0.024 -0.776
H 5.26573 -0.15386 -1.70681 -0.281 -0.013 0.046
H 3.87487 -0.74640 -1.86321 0.222 0.404 0.151
O -2.24187 3.84935 -0.21523 0.052 -0.027 -0.196
H -2.68874 4.12288 -1.02423 0.002 0.034 0.100
H -1.63017 3.16343 -0.50564 -0.061 0.108 0.145
O 3.74924 -0.87785 0.16020 0.217 -0.443 0.358
H 3.30228 -1.70147 -0.06533 -0.040 0.112 0.251
H 3.04854 -0.32117 0.51813 0.034 -0.110 -0.036
O 2.42663 0.80999 2.63777 -0.279 0.058 -0.139
H 2.87098 1.65590 2.76415 0.068 -0.062 -0.055
H 1.51834 0.97886 2.91252 0.094 0.029 0.176
```
Positions in Å, forces in eV/Å.

Computed properties:
Orbital gap = 9.75 eV
ΔE to the lowest compared entry with this formula, charge and spin = 123.6 kcal per mole
Total charge = 0
Energy = -611.3856 Ha
E_LUMO = -0.14 eV
SMILES string = O.O.O.O.O.O.O.O
Multiplicity = 1
HOMO = -9.9 eV

These are the natural (NBO) partial charges, in e, on atoms 1 to 5: number 1, O, carries -0.9455; number 2, H, carries 0.4779; number 3, H, carries 0.4712; number 4, O, carries -0.8932; number 5, H, carries 0.4600